C11H15NNiP as an isolated structure. Source: the OMol25 dataset; level of theory: ωB97M-V/def2-TZVPD.

The geometry in XYZ format:
```
29
Properties=species:S:1:pos:R:3
C 1.72398 2.32389 -1.16883
C 2.50365 2.81797 -0.07206
C 2.01939 2.86497 1.23653
C 0.61876 2.63250 1.43281
C -0.17631 2.48237 0.32012
Ni 1.16005 1.23065 0.25490
P 2.22812 0.64354 -1.56870
H 1.13903 2.86548 -1.89210
H 3.53480 3.06930 -0.30156
H 2.67328 3.06301 2.07994
H -1.25180 2.35104 0.43856
H 0.21975 2.68447 2.45055
H 2.15900 0.02334 -0.20773
H 3.64337 0.61747 -1.75329
H 1.56425 0.06477 -2.68223
C -3.04791 -3.60904 0.13809
C -2.03737 -2.49439 0.11037
C -1.79599 -1.76613 -1.05645
C -0.87063 -0.72970 -1.04960
N -0.13959 -0.43210 0.05531
C -0.37343 -1.12299 1.20344
C -1.29174 -2.16994 1.24540
H -4.02535 -3.29239 -0.24839
H -2.73012 -4.46829 -0.46890
H -3.19339 -3.96534 1.16412
H -2.34302 -1.99057 -1.97036
H -0.68774 -0.13364 -1.94787
H 0.20325 -0.82498 2.08760
H -1.42628 -2.73523 2.17037
```

Net charge: -1
ΔE to the lowest compared entry with this formula, charge and spin (kcal per mole): 52.34
Orbital gap (alpha / beta) (eV): 3.64 / 5.63
Multiplicity: 3

C14H9N4O4S2SeW as an isolated structure. Source: the OMol25 dataset; level of theory: ωB97M-V/def2-TZVPD.

The geometry in XYZ format:
```
35
Properties=species:S:1:pos:R:3
W -0.31467 1.38148 0.85209
S -0.90639 3.94639 0.62767
C -1.75093 3.17931 -0.62700
N -1.63723 1.85805 -0.71315
C -2.28860 1.30692 -1.81719
C -2.35264 -0.03437 -2.17264
C -3.06412 -0.37115 -3.30867
C -3.70423 0.60486 -4.07513
C -3.64494 1.93988 -3.71999
C -2.92652 2.28238 -2.58246
S -2.67657 3.87196 -1.89932
H -1.86477 -0.78601 -1.56801
H -3.13156 -1.40762 -3.60936
H -4.25607 0.31237 -4.95754
H -4.14422 2.69523 -4.31129
O -0.76172 -0.47894 0.74073
N 0.59673 -0.41056 0.32549
N 1.39117 -0.41903 1.50461
O 1.41608 0.70730 2.03258
C 2.08915 -1.48138 1.96473
C 2.83705 -1.36348 3.16195
C 3.50290 -2.47422 3.60308
C 3.43460 -3.66832 2.87006
C 2.69953 -3.77313 1.68722
C 2.02049 -2.67911 1.21379
H 2.85684 -0.43109 3.70746
H 4.07709 -2.43275 4.51748
H 3.97134 -4.53529 3.23390
H 2.67340 -4.70590 1.14287
H 1.45344 -2.70339 0.29382
O -1.97116 1.60436 1.80378
O -0.80819 1.65180 2.60886
Se 3.81042 2.39791 -1.45293
C 2.23014 2.25764 -0.77335
N 1.14418 2.15791 -0.30414
```

Net charge: +1
ΔE to the lowest compared entry with this formula, charge and spin (kcal per mole): 79.92
Orbital gap (alpha / beta) (eV): 3.59 / 3.59
Multiplicity: 1

C19H23NOsP as an isolated structure. Source: the OMol25 dataset; level of theory: ωB97M-V/def2-TZVPD.

The geometry in XYZ format:
```
45
Properties=species:S:1:pos:R:3
C 3.83952 -0.12245 -2.56716
Os 1.89942 -0.18453 -1.57772
N 1.28737 -1.73607 -2.85454
H 2.51542 0.61207 -0.37230
H 3.51378 -0.60749 -1.49268
H 4.63892 0.55310 -2.26554
H 3.21266 0.46279 -3.27111
H 4.24268 -0.97576 -3.11380
H 0.36974 -1.50595 -3.24102
H 1.17863 -2.64956 -2.39579
H 1.90448 -1.89428 -3.65346
C 1.12553 2.02846 3.84403
C 1.71374 0.78599 3.60348
C 1.42793 0.12185 2.40549
C 0.55907 0.69738 1.46167
C -0.01610 1.95179 1.71476
C 0.24800 2.60519 2.92667
P 0.28120 -0.27276 -0.11197
C -0.81000 -1.49422 0.66588
C -0.59726 -2.87545 0.56907
C -1.38474 -3.74465 1.34020
C -2.39300 -3.25041 2.17427
C -2.63703 -1.87377 2.23806
C -1.85119 -1.00777 1.47592
C -0.95408 0.71819 -1.05891
C -2.35816 0.70786 -1.03366
C -3.05469 1.70271 -1.72488
C -2.35461 2.66429 -2.45010
C -0.95729 2.60677 -2.56399
C -0.28778 1.54149 -1.96095
H 1.36597 2.55814 4.75694
H 2.38365 0.31466 4.32927
H 1.88002 -0.85616 2.19004
H -0.68418 2.40521 0.97185
H -0.24547 3.56032 3.13235
H 0.19089 -3.25776 -0.09087
H -1.20221 -4.82320 1.29378
H -3.00542 -3.93074 2.76732
H -3.42739 -1.46605 2.87638
H -2.04773 0.07084 1.52493
H -2.90850 -0.05521 -0.50104
H -4.14183 1.72287 -1.68213
H -2.88636 3.46612 -2.96488
H -0.37934 3.37799 -3.09233
H 0.80576 1.34818 -2.22153
```

Net charge: +1
Orbital gap (alpha / beta) (eV): 5.06 / 6.08
Multiplicity: 5

C20H18BCl2N7O2Ti as an isolated structure. Source: the OMol25 dataset; level of theory: ωB97M-V/def2-TZVPD.

The geometry in XYZ format:
```
51
Properties=species:S:1:pos:R:3
Ti -0.04473 -0.73046 0.72858
C 0.86426 -3.69716 -2.22510
C 1.32552 -2.73309 -1.36892
N 0.29042 -2.02618 -0.83349
N -0.85021 -2.57168 -1.38087
C -0.52190 -3.56407 -2.19350
B -2.27779 -2.13034 -0.95480
N -2.35226 -0.58031 -1.03554
C -3.26425 0.18665 -1.62290
C -3.07399 1.51009 -1.23309
C -1.99641 1.47402 -0.38250
N -1.54456 0.20452 -0.25564
N -2.43317 -2.49938 0.53350
C -3.34448 -3.18637 1.21395
C -3.03813 -3.12460 2.57041
C -1.90026 -2.35409 2.64438
N -1.52048 -1.97648 1.39975
H 1.44439 -4.39953 -2.79676
H 2.34122 -2.49844 -1.11218
H -1.29116 -4.11767 -2.70846
H -3.10527 -2.63693 -1.64424
H -3.99841 -0.25122 -2.28035
H -3.64636 2.37046 -1.53129
H -1.52109 2.28347 0.14493
H -4.15386 -3.67891 0.69863
H -3.57081 -3.58390 3.38394
H -1.32125 -2.05850 3.50263
O 0.41341 0.85819 4.25645
C 0.47962 0.68205 3.09295
O 0.25995 -0.53789 2.47715
C 0.80438 1.70526 2.04752
C 1.13687 3.01150 2.37337
C 1.46412 3.85761 1.34216
C 1.47561 3.39188 0.01366
C 1.85708 4.21893 -1.07572
C 1.88210 3.71701 -2.34098
C 1.52034 2.36815 -2.58039
C 1.13719 1.54933 -1.55777
C 1.11420 2.04935 -0.23982
N 0.75870 1.23411 0.80555
H 1.13866 3.31309 3.41140
H 1.73158 4.88815 1.54288
H 2.13347 5.24692 -0.87981
H 2.17844 4.34462 -3.16981
H 1.55264 1.98268 -3.59077
H 0.86049 0.51991 -1.75765
Cl 2.70281 -1.32668 1.13964
C 4.26664 -0.44215 0.85941
Cl 4.14927 1.26369 1.18044
H 4.54251 -0.61446 -0.17343
H 4.94494 -0.91120 1.56254
```

Net charge: +2
ΔE to the lowest compared entry with this formula, charge and spin (kcal per mole): 2.50
Orbital gap (eV): 7.27
Multiplicity: 1

One molecule with the formula C19H27N5O2. Source: the OMol25 dataset; level of theory: ωB97M-V/def2-TZVPD.

The geometry in XYZ format:
```
53
Properties=species:S:1:pos:R:3
C 3.62235 -4.12436 0.79824
N 2.34262 -3.47775 0.62821
C 1.38569 -3.83224 1.65580
C -0.00212 -3.40988 1.18895
C -0.01292 -1.96011 0.80956
C -1.23562 -1.25670 0.75490
C -2.40495 -1.98966 0.99710
N -3.32493 -2.65484 1.19175
C -1.20427 0.11054 0.39780
N -2.32549 0.88520 0.25071
C -2.16036 2.26522 -0.16727
C -2.02334 3.17355 1.05817
O -3.14366 3.04556 1.90715
C -3.32184 1.70889 2.31748
C -3.48228 0.76698 1.11532
N -0.05030 0.70671 0.10244
C 1.09853 0.04353 0.14487
N 2.23192 0.76973 -0.07458
C 2.18960 2.02419 -0.78183
C 2.52264 1.83510 -2.28039
C 2.08142 3.04188 -3.11576
C 0.62611 2.69763 -3.45450
C 0.54986 1.17176 -3.24877
O 1.83181 0.73616 -2.83071
C 1.16877 -1.32226 0.49964
C 2.48910 -2.04023 0.53389
H 4.26736 -3.86370 -0.04054
H 3.47842 -5.20353 0.80194
H 4.12964 -3.83283 1.73318
H 1.62242 -3.34979 2.62239
H 1.41203 -4.91421 1.80146
H -0.27728 -4.00169 0.31134
H -0.74360 -3.60663 1.96594
H -1.27754 2.34139 -0.79771
H -3.05255 2.54767 -0.73492
H -1.98202 4.22459 0.76766
H -1.10385 2.90513 1.60027
H -4.21809 1.69727 2.93928
H -2.45726 1.38242 2.91789
H -3.61350 -0.25478 1.45998
H -4.36466 1.06181 0.53821
H 3.06965 0.22974 -0.22924
H 1.18238 2.42153 -0.66022
H 2.91207 2.71620 -0.33807
H 3.59006 1.61027 -2.38520
H 2.68236 3.09913 -4.02304
H 2.17890 3.97638 -2.56808
H -0.06283 3.21027 -2.78403
H 0.37506 2.97551 -4.47575
H 0.31498 0.63203 -4.16912
H -0.19680 0.90891 -2.48922
H 3.08861 -1.64244 1.38219
H 3.04154 -1.83414 -0.39207
```

Net charge: 0
ΔE to the lowest compared entry with this formula, charge and spin (kcal per mole): 44.99
SMILES: CN1CCc2c(C#N)c(N3CCOCC3)nc(NC[C@@H]3CCCO3)c2C1
Orbital gap (eV): 8.35
Multiplicity: 1

C4H16F3O8Y2 as an isolated structure. Source: the OMol25 dataset; level of theory: ωB97M-V/def2-TZVPD.

The geometry in XYZ format:
```
33
Properties=species:S:1:pos:R:3
Y -2.89439 2.04805 -2.03570
Y -1.18982 1.81945 1.29362
O -2.54249 3.04410 -0.04864
H -3.10941 3.62079 0.48773
O -1.43933 0.77118 -0.76386
H -0.55321 0.58551 -1.11200
C 1.61329 0.21595 1.96319
O 1.16713 -0.71141 0.97368
O 0.96468 1.39860 1.79803
C 1.43206 -0.40275 3.37824
F 2.56811 -0.32987 4.05131
F 0.46661 0.24860 4.06070
F 1.06974 -1.68686 3.29574
C 2.10849 -0.98483 -0.06918
C 1.48357 -2.07005 -0.92458
H 1.06448 -2.80747 -0.23906
H 0.63405 -1.66460 -1.49087
H 2.15289 -2.55367 -1.62880
H 3.08557 -1.28330 0.31153
H 2.27694 -0.07070 -0.65376
H 2.69315 0.35208 1.82874
O -1.78523 -1.95644 -2.31897
H -2.20907 -2.54428 -1.67725
H -1.22754 -1.38068 -1.78093
O -1.31368 -0.50559 1.85353
H -1.79493 -1.24733 2.24974
H -0.42909 -0.87337 1.57087
O 0.52361 2.78562 -0.83635
H 1.08902 3.48141 -0.46073
H 0.72702 2.81384 -1.78080
O -2.37432 0.27484 -3.57272
H -2.18574 -0.67141 -3.22328
H -2.07213 0.28457 -4.49917
```

Net charge: +3
ΔE to the lowest compared entry with this formula, charge and spin (kcal per mole): 0.00
Orbital gap (eV): 5.44
Multiplicity: 1

One molecule with the formula C2H3N5O. Source: the OMol25 dataset; level of theory: ωB97M-V/def2-TZVPD.

The geometry in XYZ format:
```
11
Properties=species:S:1:pos:R:3
C 0.22514 -2.39298 2.03533
N 0.05711 -1.57838 0.99980
N 0.68543 -0.30715 1.10121
C 0.28492 0.26817 0.04108
N -0.57080 -0.11533 -1.01854
N -0.81237 0.94710 -1.82566
N -0.31454 2.02778 -1.35505
O 0.50119 1.55120 -0.17805
H 0.86586 -2.07458 2.86158
H -0.48749 -3.23853 2.03833
H -0.76197 -1.16569 -1.24627
```

Net charge: 0
ΔE to the lowest compared entry with this formula, charge and spin (kcal per mole): 108.91
SMILES: C=N/N=c1\[nH]nno1
Orbital gap (eV): 9.62
Multiplicity: 1

One molecule with the formula C4H6O2. Source: the OMol25 dataset; level of theory: ωB97M-V/def2-TZVPD.

The geometry in XYZ format:
```
12
Properties=species:S:1:pos:R:3
O -0.61678 -0.69855 -2.15526
C -0.30600 -0.27443 -1.07055
C -0.06838 -1.08537 0.19322
C 0.33194 -0.04352 1.23479
O 0.22532 1.25167 0.64570
C -0.08087 1.18721 -0.71986
H 0.70587 -1.83297 0.00226
H -0.98509 -1.62605 0.44760
H -0.31861 -0.05940 2.11167
H 1.36038 -0.18230 1.57775
H 0.73648 1.59322 -1.32966
H -0.98425 1.77047 -0.93766
```

Net charge: 0
ΔE to the lowest compared entry with this formula, charge and spin (kcal per mole): 22.06
SMILES: O=C1CCOC1
Orbital gap (eV): 10.68
Multiplicity: 1

One molecule with the formula C2H3ClFN. Source: the OMol25 dataset; level of theory: ωB97M-V/def2-TZVPD.

The geometry in XYZ format:
```
8
Properties=species:S:1:pos:R:3
H 1.53764 -1.70518 0.91997
N 0.58188 -1.39738 0.45978
C 0.44454 -0.21228 0.13778
Cl 1.69598 1.06254 0.30747
C -0.82271 0.50819 -0.35157
F -1.78285 -0.45445 -0.44470
H -0.45415 1.02193 -1.33379
H -1.20032 1.17662 0.30505
```

Net charge: 0
ΔE to the lowest compared entry with this formula, charge and spin (kcal per mole): 1.52
SMILES: [H]/N=C(\Cl)CF
Orbital gap (eV): 11.58
Multiplicity: 1

C53H60BCl3N7OSW as an isolated structure. Source: the OMol25 dataset; level of theory: ωB97M-V/def2-TZVPD.

The geometry in XYZ format:
```
127
Properties=species:S:1:pos:R:3
W 1.31283 -0.90322 -0.34293
C 5.72303 -2.21482 -0.83163
C 4.58553 -1.73762 0.06887
C 3.35853 -1.22832 -0.67393
C 1.55273 -1.48372 -2.46483
C 0.66093 -2.17922 -3.46443
C 1.40493 -2.43022 -4.77853
C 2.27533 -0.26362 -2.42433
C 2.23383 1.18608 -2.55063
C 2.29493 1.82868 -1.34263
C 2.68413 3.17098 -0.96733
C 3.24873 4.19248 -1.89783
C 2.27503 5.34098 -2.18083
C 2.53633 3.25948 0.38957
C 2.00553 1.98888 0.84167
C 1.47703 1.69988 2.09217
C 0.87293 0.49598 2.44687
N 0.90123 -0.66522 1.68587
C 0.23743 -1.62382 2.43927
C 0.26743 -2.99752 2.20507
C 1.02383 -3.64002 1.23567
N 1.70193 -2.97442 0.26237
C 2.32583 -3.94422 -0.52523
C 2.97173 -3.56842 -1.66853
C 2.81593 -2.13252 -1.86383
N 3.55963 -0.90562 -2.06443
C 2.05653 -5.25362 0.03157
C 1.23333 -5.06782 1.10287
C 0.64563 -6.09212 2.01507
C 1.38903 -6.16552 3.35297
C 2.58763 -6.52052 -0.54463
C 1.71583 -7.03582 -1.69403
C -0.31127 -1.02552 3.62157
C 0.11053 0.28138 3.64277
C -0.12307 1.28528 4.72357
C 1.01203 1.22448 5.75027
C -1.21047 -1.71292 4.59247
C -2.63127 -1.84302 4.02877
N 1.94683 1.11588 -0.19753
C 2.91133 4.38128 1.29867
C 4.16243 4.04058 2.11677
H 6.58363 -2.48722 -0.22593
H 6.01593 -1.42372 -1.51773
H 5.41963 -3.08552 -1.40753
H 4.95093 -0.91032 0.68877
H 4.27843 -2.54212 0.74897
H -0.23917 -1.59512 -3.67003
H 0.34413 -3.13702 -3.03803
H 1.75323 -1.49312 -5.20603
H 0.74273 -2.91142 -5.49313
H 2.26273 -3.07542 -4.60963
H 2.36843 1.67808 -3.50073
H 3.52803 3.71418 -2.83733
H 4.15713 4.60048 -1.44923
H 1.42743 4.99008 -2.76583
H 2.76793 6.12828 -2.74553
H 1.90493 5.77008 -1.25483
H 1.48793 2.47798 2.83847
H -0.28337 -3.61812 2.89237
H 3.37953 -4.25142 -2.39173
H 0.67883 -7.06712 1.52837
H -0.40387 -5.84722 2.19307
H 2.42473 -6.45682 3.19667
H 0.91393 -6.89712 4.00227
H 1.38443 -5.20122 3.85547
H 2.63423 -7.27732 0.23827
H 3.60083 -6.35052 -0.91263
H 0.71993 -7.28172 -1.33573
H 2.16393 -7.92872 -2.12143
H 1.61703 -6.28992 -2.47923
H -1.07137 1.06968 5.21917
H -0.19037 2.28698 4.29557
H 1.05853 0.23148 6.19047
H 0.85423 1.94988 6.54357
H 1.96673 1.42868 5.27167
H -1.24167 -1.14632 5.52367
H -0.82117 -2.70722 4.82107
H -3.08397 -0.86102 3.90207
H -3.25147 -2.41662 4.71357
H -2.62187 -2.34472 3.06287
H 2.07893 4.58668 1.97577
H 3.10143 5.28568 0.72187
H 3.98593 3.19598 2.77707
H 4.45033 4.89458 2.72227
H 4.99473 3.78998 1.46317
Cl -0.22027 7.04618 0.55267
C -1.37317 5.79208 0.31547
C -1.28327 4.97418 -0.80103
C -2.22947 3.98738 -0.99063
C -3.26277 3.78668 -0.08263
C -4.32737 2.74948 -0.37603
C -3.91287 1.34578 0.12407
N -2.66247 0.94648 -0.46253
C -2.49847 0.72448 -1.79493
C -1.17177 0.49378 -1.98613
N -0.52207 0.53818 -0.78003
C -1.45997 0.83258 0.11307
O -4.57437 2.63728 -1.75613
C -5.24797 3.73828 -2.36173
C -6.34337 3.20198 -3.23243
C -7.67747 3.41878 -3.03563
Cl -8.39597 4.40388 -1.83513
S -8.65957 2.59588 -4.19973
C -7.25637 1.94418 -4.95183
C -6.11607 2.34678 -4.34053
C -3.31487 4.60048 1.04687
Cl -4.54707 4.35718 2.23857
C -2.38657 5.61148 1.24487
H -0.49637 5.12418 -1.51823
H -2.19007 3.36518 -1.87103
H -5.25227 3.01898 0.15487
H -4.68427 0.63578 -0.18853
H -3.82947 1.35018 1.21007
H -3.33377 0.75178 -2.46433
H -0.64377 0.34378 -2.90833
H -1.28227 0.97218 1.16547
H -4.52887 4.31358 -2.95963
H -5.67097 4.39888 -1.60063
H -7.36067 1.30908 -5.80773
H -5.12897 2.05728 -4.65043
H -2.45777 6.25378 2.10817
B -2.85747 -3.12272 -0.53553
C -1.47127 -2.50912 -0.51453
N -0.43657 -1.96052 -0.53343
H -2.74687 -4.27822 -0.79783
H -3.33317 -2.95412 0.55007
H -3.44707 -2.50112 -1.37793
```

Net charge: +1
ΔE to the lowest compared entry with this formula, charge and spin (kcal per mole): 27.62
Orbital gap (alpha / beta) (eV): 5.10 / 5.58
Multiplicity: 3

C2I3NO3 as an isolated structure. Source: the OMol25 dataset; level of theory: ωB97M-V/def2-TZVPD.

The geometry in XYZ format:
```
9
Properties=species:S:1:pos:R:3
C -0.36431 -0.15610 -0.17321
C -0.82662 1.04591 0.00095
N 1.85150 0.18093 0.16593
O 2.50372 0.24685 -0.80047
O 2.07186 -0.26265 1.24200
O -0.34808 -1.33034 -0.21903
I -2.95185 1.02844 0.24967
I 0.31151 2.77673 -0.43245
I -2.24774 -3.52977 -0.03338
```

Net charge: 0
ΔE to the lowest compared entry with this formula, charge and spin (kcal per mole): 94.13
Orbital gap (alpha / beta) (eV): 6.22 / 6.15
Multiplicity: 1

Number 1: F_max 3.675 eV/A. Number 2: F_max 3.154 eV/A. Number 3: F_max 5.242 eV/A. Number 4: F_max 0.883 eV/A. Number 5: F_max 0.986 eV/A. Number 6: F_max 4.788 eV/A. Number 7: F_max 4.510 eV/A. Number 8: F_max 0.493 eV/A. Number 9: F_max 4.846 eV/A. Number 10: F_max 2.347 eV/A. Number 11: F_max 2.715 eV/A.